A single C23H20F3N3OS molecule, computed with ωB97M-V/def2-TZVPD.

Last column: Löwdin charge in e.
Geometry (Å):
C (-3.184, -2.122, 0.492)  -0.06
N (-2.878, -0.751, 0.161)  -0.10
C (-3.474, -0.269, -1.076)  -0.10
C (-4.964, -0.102, -0.932)  -0.22
C (-5.851, -0.881, -1.661)  -0.05
C (-7.218, -0.728, -1.494)  -0.09
C (-7.707, 0.199, -0.591)  -0.09
C (-6.826, 0.978, 0.142)  -0.08
C (-5.462, 0.829, -0.028)  -0.03
C (-2.109, 0.087, 0.880)  -0.52
O (-1.951, 1.255, 0.571)  0.03
C (-1.436, -0.460, 2.130)  -0.35
S (-0.355, -1.898, 1.819)  1.01
C (0.966, -1.132, 0.986)  -0.64
N (0.968, 0.185, 0.888)  0.15
C (1.991, 0.756, 0.269)  -0.13
C (3.053, -0.011, -0.263)  -0.07
C (2.917, -1.382, -0.107)  -0.11
C (3.948, -2.345, -0.648)  -0.57
F (4.177, -2.148, -1.962)  0.14
F (5.143, -2.197, -0.042)  0.14
F (3.602, -3.620, -0.508)  0.16
N (1.892, -1.951, 0.511)  0.13
C (4.179, 0.683, -0.961)  -0.12
C (4.465, 2.024, -0.284)  -0.12
C (3.213, 2.844, -0.167)  -0.17
C (3.225, 4.222, -0.302)  -0.04
C (2.059, 4.956, -0.156)  -0.07
C (0.863, 4.317, 0.132)  -0.07
C (0.830, 2.943, 0.278)  0.00
C (2.002, 2.204, 0.130)  -0.10
H (-3.110, -2.302, 1.561)  0.07
H (-2.507, -2.810, -0.023)  0.09
H (-4.207, -2.332, 0.177)  0.09
H (-3.241, -0.978, -1.877)  0.13
H (-3.009, 0.694, -1.299)  0.13
H (-5.473, -1.606, -2.368)  0.11
H (-7.900, -1.337, -2.069)  0.10
H (-8.772, 0.316, -0.460)  0.10
H (-7.205, 1.705, 0.845)  0.10
H (-4.770, 1.437, 0.536)  0.11
H (-2.169, -0.792, 2.865)  0.08
H (-0.819, 0.334, 2.549)  0.08
H (5.079, 0.068, -0.966)  0.11
H (3.887, 0.854, -2.003)  0.14
H (5.225, 2.569, -0.845)  0.12
H (4.862, 1.840, 0.721)  0.13
H (4.155, 4.726, -0.526)  0.11
H (2.086, 6.029, -0.269)  0.10
H (-0.045, 4.890, 0.242)  0.10
H (-0.094, 2.426, 0.487)  0.08

Output
* molar mass: 443.49 g mol⁻¹
* LUMO energy: -0.089 eV
* F_max: 0.92 eV Å⁻¹
* SMILES: CN(Cc1ccccc1)C(=O)CSc1nc2c(c(C(F)(F)F)n1)CCc1ccccc1-2
* highest occupied orbital energy: -8.6 eV
* energy: -49683.0936 eV